This record from the Open Molecules 2025 dataset describes C3H3N5 in the gas phase. The level of theory is ωB97M-V/def2-TZVPD.

Its structure (SMILES) is [H]/N=c1/nccnnn1. As for the LUMO energy: -1.0 eV. As for the energy relative to the best compared isomer or geometry (same formula, charge and spin): 453.73 kJ/mol.

Atoms and positions in Å:
H: -2.06 -1.46 0.65
N: -2.06 -0.36 0.75
C: -1.14 0.02 -0.14
N: -0.67 1.11 -0.50
C: 0.55 1.23 -0.37
C: 1.24 0.25 0.60
N: 1.14 -1.07 0.45
N: 0.59 -1.53 -0.61
N: -0.49 -1.00 -1.09
H: 1.10 2.05 -1.14
H: 1.81 0.73 1.41


This record from the Open Molecules 2025 dataset describes a gas-phase ion, C4H10ClN2O (charge +1). The level of theory is ωB97M-V/def2-TZVPD.

Its structure (SMILES) is CCO[C@@H](Cl)C(N)=[NH2+]. Its total charge is +1. As for the LUMO energy: -3.4 eV. As for the energy relative to the best compared isomer or geometry (same formula, charge and spin): 141.68 kJ/mol.

Atoms and positions in Å:
C: -2.17 1.27 1.48
C: -1.82 -0.05 0.72
O: -0.53 0.18 0.02
C: 0.05 -0.97 -0.42
Cl: -0.48 -1.38 -2.10
C: 1.82 -0.47 -0.68
N: 2.73 -1.25 -1.23
N: 1.78 0.79 -0.47
H: -1.31 1.72 2.08
H: -2.30 2.14 0.80
H: -3.05 1.26 2.17
H: -2.57 -0.31 -0.15
H: -1.58 -0.75 1.42
H: -0.26 -1.79 0.14
H: 2.61 -2.28 -1.44
H: 3.64 -0.88 -1.51
H: 0.94 1.28 -0.19
H: 2.50 1.49 -0.64


This record from the Open Molecules 2025 dataset describes C21H25NO2 in the gas phase. The level of theory is ωB97M-V/def2-TZVPD.

Its structure (SMILES) is C/C=C/c1ccc(OCCN2CCc3ccccc3C2)c(OC)c1. As for the LUMO energy: 0.8 eV. As for the energy relative to the best compared isomer or geometry (same formula, charge and spin): 196.09 kJ/mol.

Atoms and positions in Å:
C: -8.00 -1.27 1.21
C: -6.64 -1.02 0.66
C: -5.82 -0.07 1.10
C: -4.48 0.24 0.63
C: -3.78 1.29 1.20
C: -2.50 1.63 0.78
C: -1.89 0.91 -0.22
O: -0.64 1.15 -0.72
C: 0.16 2.12 -0.09
C: 1.55 2.12 -0.74
N: 2.39 1.08 -0.19
C: 2.07 -0.25 -0.67
C: 2.70 -1.27 0.28
C: 4.17 -1.01 0.43
C: 5.03 -2.00 0.88
C: 6.38 -1.76 1.04
C: 6.89 -0.51 0.73
C: 6.05 0.48 0.28
C: 4.68 0.25 0.12
C: 3.80 1.35 -0.40
C: -2.57 -0.17 -0.82
O: -1.88 -0.84 -1.79
C: -2.51 -1.92 -2.43
C: -3.85 -0.49 -0.39
H: -8.23 -0.57 2.01
H: -8.75 -1.17 0.43
H: -8.07 -2.29 1.60
H: -6.34 -1.69 -0.14
H: -6.16 0.57 1.91
H: -4.24 1.87 1.99
H: -2.00 2.46 1.25
H: 0.27 1.90 0.98
H: -0.29 3.12 -0.21
H: 2.02 3.08 -0.53
H: 1.42 2.02 -1.83
H: 0.98 -0.37 -0.68
H: 2.44 -0.41 -1.69
H: 2.53 -2.28 -0.09
H: 2.22 -1.19 1.26
H: 4.62 -2.98 1.12
H: 7.03 -2.55 1.39
H: 7.95 -0.32 0.85
H: 6.44 1.46 0.04
H: 4.06 2.28 0.11
H: 4.03 1.48 -1.48
H: -1.79 -2.28 -3.16
H: -3.42 -1.60 -2.95
H: -2.75 -2.72 -1.73
H: -4.37 -1.32 -0.84